Below is a molecular structure, C56H45AsF3NO4P2Ru, with properties calculated with the ωB97M-V functional and the def2-TZVPD basis.

Positions of all 113 atoms, in Å:
Ru (-0.159, 1.697, -0.039)
O (-2.670, 5.176, 0.736)
C (-1.991, 4.171, 0.749)
O (-1.037, 3.834, 0.019)
C (-2.405, 3.070, 1.779)
C (-3.326, 3.414, 2.782)
C (-3.781, 2.432, 3.617)
C (-3.339, 1.105, 3.433)
C (-3.808, 0.022, 4.205)
C (-3.380, -1.250, 3.946)
C (-2.449, -1.495, 2.923)
C (-1.973, -0.465, 2.161)
C (-2.403, 0.855, 2.389)
N (-1.949, 1.857, 1.598)
H (-3.656, 4.440, 2.843)
H (-4.489, 2.652, 4.402)
H (-4.512, 0.211, 5.001)
H (-3.762, -2.079, 4.520)
H (-2.114, -2.506, 2.747)
H (-1.267, -0.632, 1.349)
C (-4.943, 0.305, -0.243)
C (-3.989, -0.533, -0.800)
C (-2.889, 0.001, -1.446)
C (-2.740, 1.390, -1.560)
C (-3.716, 2.227, -1.013)
C (-4.810, 1.681, -0.366)
P (-1.186, 2.071, -2.261)
C (-1.579, 3.711, -2.917)
C (-2.795, 3.960, -3.554)
C (-3.050, 5.221, -4.062)
C (-2.102, 6.227, -3.932)
C (-0.894, 5.975, -3.302)
C (-0.623, 4.716, -2.797)
C (-0.870, 1.046, -3.745)
C (-1.323, 1.383, -5.016)
C (-1.055, 0.536, -6.077)
C (-0.329, -0.631, -5.898)
C (0.145, -0.958, -4.638)
C (-0.120, -0.115, -3.576)
H (-5.798, -0.109, 0.271)
H (-4.113, -1.604, -0.735)
H (-2.168, -0.662, -1.910)
H (-3.624, 3.301, -1.099)
H (-5.568, 2.336, 0.041)
H (-3.537, 3.175, -3.647)
H (-3.995, 5.426, -4.545)
H (-2.312, 7.211, -4.324)
H (-0.169, 6.768, -3.193)
H (0.310, 4.505, -2.293)
H (-1.885, 2.289, -5.189)
H (-1.419, 0.784, -7.061)
H (-0.124, -1.274, -6.742)
H (0.719, -1.861, -4.482)
H (0.258, -0.345, -2.588)
C (1.340, -1.850, 0.568)
C (0.567, -2.199, -0.678)
As (0.080, -4.136, -0.851)
C (1.850, -4.944, -1.041)
C (2.841, -4.332, -1.803)
C (4.068, -4.945, -1.982)
C (4.320, -6.184, -1.416)
C (3.328, -6.815, -0.682)
C (2.096, -6.211, -0.514)
C (-0.340, -4.602, 1.019)
C (0.631, -4.880, 1.974)
C (0.264, -5.254, 3.255)
C (-1.075, -5.353, 3.599)
C (-2.047, -5.062, 2.659)
C (-1.684, -4.700, 1.372)
P (1.509, 0.004, 0.842)
C (2.094, -0.105, 2.564)
C (1.515, 0.698, 3.539)
C (1.914, 0.576, 4.859)
C (2.879, -0.352, 5.215)
C (3.462, -1.148, 4.243)
C (3.074, -1.031, 2.923)
C (2.981, 0.515, -0.129)
C (2.742, 1.002, -1.416)
C (3.761, 1.572, -2.155)
C (5.040, 1.652, -1.628)
C (5.292, 1.153, -0.360)
C (4.270, 0.599, 0.394)
H (2.343, -2.281, 0.531)
H (0.829, -2.238, 1.458)
H (1.156, -1.951, -1.561)
H (-0.362, -1.618, -0.705)
H (2.655, -3.371, -2.270)
H (4.822, -4.459, -2.583)
H (5.280, -6.656, -1.556)
H (3.502, -7.792, -0.261)
H (1.313, -6.725, 0.032)
H (1.683, -4.805, 1.716)
H (1.028, -5.477, 3.981)
H (-1.354, -5.667, 4.592)
H (-3.091, -5.123, 2.922)
H (-2.446, -4.481, 0.630)
H (0.764, 1.421, 3.251)
H (1.479, 1.211, 5.613)
H (3.180, -0.460, 6.245)
H (4.229, -1.860, 4.511)
H (3.536, -1.662, 2.179)
H (1.736, 0.978, -1.830)
H (3.536, 1.994, -3.122)
H (5.834, 2.119, -2.190)
H (6.285, 1.207, 0.057)
H (4.483, 0.276, 1.401)
F (4.076, 3.857, 1.192)
C (2.940, 4.571, 1.049)
F (3.191, 5.535, 0.164)
F (2.685, 5.142, 2.225)
C (1.806, 3.590, 0.598)
O (1.657, 3.400, -0.609)
O (1.211, 3.000, 1.515)

The value obtained for the relative energy (zero: lowest compared OMol25 entry of this formula, charge and spin) is 102.4 kJ/mol. As for the gap between HOMO and LUMO (spin up / spin down): 0.2904 / 0.1937 Ha. Its strongest force on any atom is 2.73 eV/Å. The spin multiplicity is 6. Its charge is +1. The value obtained for the HOMO energy (spin up / spin down) is -0.3894 / -0.3893 hartree. The total energy is -5829.450474 a.u. Its expectation value of S² is 8.7642.